(1)
Formula: C9H14Cl6F3NO3
Source: OMol25
Level of theory: ωB97M-V/def2-TZVPD

Values from the calculation:
Lowest unoccupied orbital energy = 0.45 eV
ΔE to the lowest compared entry with this formula, charge and spin = 0.0 kcal per mole
Highest occupied orbital energy = -9.09 eV
SMILES string = CCOC(=O)C(F)(F)F.ClC(Cl)Cl.ClC(Cl)Cl.CN(C)C=O
Net charge = 0
2S+1 = 1

Cartesian coordinates (Å):
C (-3.01188, 6.22261, 10.07780)
O (-2.40640, 6.55819, 11.06598)
N (-4.36992, 6.08049, 10.14210)
C (-5.06445, 5.60468, 8.97395)
C (-5.17005, 6.37904, 11.35367)
H (-2.63411, 5.95354, 9.07925)
H (-5.08599, 6.44391, 8.27874)
H (-6.09533, 5.29870, 9.15217)
H (-4.57838, 4.82101, 8.39283)
H (-4.56217, 6.84553, 12.12889)
H (-6.01734, 7.06180, 11.28995)
H (-5.42531, 5.44916, 11.86186)
C (-13.76645, 8.57876, 11.41083)
C (-13.95033, 7.40181, 12.34483)
O (-14.02284, 6.12574, 11.68017)
C (-12.99018, 5.37179, 11.32438)
O (-11.83781, 5.67325, 11.50491)
C (-13.29238, 4.05264, 10.68244)
F (-13.51331, 3.11278, 11.64694)
F (-14.44793, 4.11762, 10.00882)
F (-12.32418, 3.63803, 9.83087)
H (-12.80305, 8.38123, 10.94078)
H (-13.67465, 9.58192, 11.82718)
H (-14.59798, 8.64367, 10.70908)
H (-14.87052, 7.48325, 12.92337)
H (-13.10823, 7.37984, 13.03655)
C (-6.86870, -3.00996, 7.39667)
Cl (-5.75039, -1.67330, 7.07636)
Cl (-7.85997, -3.41608, 5.92191)
Cl (-7.91197, -2.50730, 8.68239)
H (-6.35887, -3.91590, 7.72445)
C (-2.40487, -8.15064, 3.80794)
Cl (-2.43779, -8.98945, 2.23685)
Cl (-4.05511, -8.20584, 4.52128)
Cl (-1.74868, -6.50181, 3.67118)
H (-1.71465, -8.64993, 4.48794)


(2)
Formula: C12H10BF4N7SSeSr
Source: OMol25
Level of theory: ωB97M-V/def2-TZVPD

Values from the calculation:
Lowest unoccupied orbital energy = -1.79 eV
ΔE to the lowest compared entry with this formula, charge and spin = 3.6 kcal per mole
Highest occupied orbital energy = -7.61 eV
Net charge = 0
2S+1 = 1

Cartesian coordinates (Å):
Sr (0.27657, 0.95835, 0.37359)
N (4.28749, 0.75466, 3.09937)
C (3.14809, 0.53684, 2.40450)
S (3.14332, 1.14210, 0.77940)
N (2.26817, -0.21949, 3.04085)
N (1.10205, -0.40404, 2.38071)
C (0.34095, -1.34274, 2.81850)
C (-0.95569, -1.63455, 2.19289)
C (-1.74957, -2.66310, 2.70307)
C (-2.96518, -2.93769, 2.10377)
C (-3.36397, -2.18280, 1.01151)
C (-2.51603, -1.18247, 0.56493)
N (-1.34358, -0.91542, 1.12663)
H (5.05012, 1.23076, 2.65839)
H (4.37143, 0.37870, 4.02776)
H (0.66956, -1.96796, 3.64722)
H (-1.40924, -3.22417, 3.56217)
H (-3.59674, -3.72679, 2.48887)
H (-4.31008, -2.35287, 0.51904)
H (-2.79278, -0.55097, -0.27161)
F (-0.32218, 3.04804, 1.21740)
B (-1.56592, 3.29185, 0.50879)
F (-1.29981, 4.15446, -0.54038)
F (-1.91186, 1.98923, -0.03902)
F (-2.52357, 3.71450, 1.36993)
Se (0.59703, 3.48966, -2.88136)
N (0.66254, 2.54866, -4.37313)
C (0.68848, 1.27244, -4.03819)
C (0.71043, 0.16679, -4.93933)
C (0.68642, -1.07242, -4.39407)
C (0.64717, -1.23245, -2.96913)
N (0.64875, -0.26589, -2.10387)
C (0.65827, 1.00521, -2.63403)
N (0.62058, 2.05433, -1.83564)
H (0.73182, 0.33882, -6.00586)
H (0.69093, -1.96038, -5.00924)
H (0.62604, -2.23921, -2.56441)


(3)
Formula: C27H81O36P9
Source: OMol25
Level of theory: ωB97M-V/def2-TZVPD

Values from the calculation:
Lowest unoccupied orbital energy = 0.14 eV
ΔE to the lowest compared entry with this formula, charge and spin = 139.6 kcal per mole
Highest occupied orbital energy = -10.39 eV
SMILES string = COP(=O)(OC)OC.COP(=O)(OC)OC.COP(=O)(OC)OC.COP(=O)(OC)OC.COP(=O)(OC)OC.COP(=O)(OC)OC.COP(=O)(OC)OC.COP(=O)(OC)OC.COP(=O)(OC)OC
Net charge = 0
2S+1 = 1

Cartesian coordinates (Å):
C (-9.44431, 2.10396, 0.91593)
O (-9.57830, 0.73391, 1.18739)
P (-9.72844, -0.32260, -0.02366)
O (-9.47387, -1.75978, 0.28939)
O (-11.30689, -0.01236, -0.46827)
C (-12.18678, -1.03631, -0.89278)
O (-8.84314, 0.34043, -1.20089)
C (-7.44178, 0.31464, -1.07252)
H (-10.18474, 2.59384, 1.54829)
H (-9.80113, 2.36210, -0.08114)
H (-8.42615, 2.43601, 1.11887)
H (-12.06891, -1.96883, -0.34087)
H (-11.99573, -1.32733, -1.92570)
H (-13.23178, -0.72684, -0.91037)
H (-6.98936, -0.32461, -0.31439)
H (-7.18460, 1.36680, -0.95032)
H (-6.93495, 0.07546, -2.00741)
C (-3.48490, -2.19187, 8.66739)
O (-3.14743, -1.20551, 7.71945)
P (-3.41490, -1.28393, 6.11338)
O (-3.16321, -0.05227, 5.34353)
O (-4.93699, -1.76747, 5.98458)
C (-5.59414, -1.58233, 4.74091)
O (-2.55772, -2.59361, 5.69843)
C (-2.13992, -2.85119, 4.35867)
H (-3.24503, -3.14305, 8.19219)
H (-4.52353, -2.20837, 8.99765)
H (-2.75724, -2.15665, 9.47817)
H (-5.11541, -2.19422, 3.97638)
H (-5.57284, -0.56979, 4.33792)
H (-6.65847, -1.80808, 4.80670)
H (-1.05519, -2.91526, 4.44448)
H (-2.47797, -2.17019, 3.57762)
H (-2.45958, -3.85499, 4.07884)
C (-2.13358, -1.53843, -7.36190)
O (-2.37832, -0.54265, -6.37418)
P (-1.82256, 1.01523, -6.43117)
O (-2.22824, 1.96152, -5.36753)
O (-2.47451, 1.46481, -7.86966)
C (-2.33582, 2.77321, -8.36106)
O (-0.23868, 0.82301, -6.58121)
C (0.52373, 1.15577, -5.46345)
H (-1.83729, -2.49643, -6.93465)
H (-1.31796, -1.19915, -8.00045)
H (-3.01829, -1.61937, -7.99344)
H (-3.20563, 3.42510, -8.28006)
H (-2.11902, 2.65238, -9.42243)
H (-1.48133, 3.29578, -7.93111)
H (0.92067, 0.31607, -4.89297)
H (0.10746, 1.94757, -4.84065)
H (1.41269, 1.68376, -5.80851)
C (-6.34452, -4.73264, -3.79807)
O (-6.15860, -5.27371, -2.53228)
P (-4.63289, -5.60139, -2.12652)
O (-4.42145, -6.18262, -0.78075)
O (-4.18351, -6.52419, -3.42610)
C (-4.68516, -7.87690, -3.47903)
O (-3.94234, -4.17237, -2.38155)
C (-2.54900, -4.11791, -2.25675)
H (-5.59396, -5.01747, -4.53538)
H (-6.38479, -3.64901, -3.68747)
H (-7.29559, -5.05674, -4.22059)
H (-3.80419, -8.44241, -3.78267)
H (-5.42097, -7.98813, -4.27546)
H (-5.13674, -8.28776, -2.57605)
H (-2.34827, -3.18938, -1.72230)
H (-2.12397, -3.90030, -3.23659)
H (-2.00076, -4.86677, -1.68514)
C (7.53459, 0.44427, 7.92846)
O (7.81093, 0.84462, 6.61757)
P (8.17330, -0.27517, 5.54847)
O (9.36735, -1.15805, 5.85221)
O (6.77106, -1.04626, 5.36586)
C (6.49937, -2.14665, 4.54169)
O (8.31863, 0.47290, 4.12413)
C (9.41151, 1.39053, 3.96445)
H (7.96196, 1.18690, 8.60221)
H (7.95854, -0.52935, 8.17428)
H (6.45469, 0.38621, 8.06462)
H (6.49420, -3.05077, 5.15050)
H (7.22744, -2.25819, 3.73821)
H (5.53114, -2.12580, 4.04149)
H (9.78808, 1.79276, 4.90493)
H (8.86892, 2.18737, 3.45577)
H (10.26956, 1.03163, 3.39610)
C (5.01769, -7.00955, -5.60897)
O (4.82496, -5.95665, -6.51745)
P (3.72573, -4.78646, -6.14343)
O (2.51928, -5.32855, -5.46097)
O (4.54693, -3.70724, -5.32522)
C (4.57275, -3.78126, -3.92767)
O (3.43389, -4.09121, -7.58036)
C (2.98346, -4.84772, -8.66789)
H (6.07574, -6.94253, -5.35570)
H (5.07573, -8.05558, -5.90988)
H (4.46258, -6.92683, -4.67457)
H (3.74272, -3.26510, -3.44525)
H (5.44697, -3.30501, -3.48378)
H (4.59611, -4.81175, -3.57318)
H (2.64291, -4.17283, -9.45316)
H (2.18141, -5.55203, -8.44703)
H (3.80987, -5.35324, -9.16749)
C (2.64505, 1.65273, 3.55132)
O (3.17755, 2.24605, 2.40135)
P (2.48611, 1.90074, 1.00559)
O (2.05424, 0.48257, 0.92169)
O (1.32324, 2.99653, 0.91420)
C (-0.00033, 2.45156, 0.99304)
O (3.58681, 2.53413, -0.08221)
C (4.82549, 1.85690, -0.28652)
H (2.74244, 0.56710, 3.54769)
H (1.57697, 1.87006, 3.56077)
H (3.02923, 1.90731, 4.53909)
H (-0.41056, 2.67477, 1.97792)
H (-0.14581, 1.39444, 0.77072)
H (-0.61209, 2.85046, 0.18388)
H (4.94006, 0.89931, 0.22143)
H (5.62201, 2.50553, 0.07807)
H (4.93787, 1.60596, -1.34127)
C (13.10557, 9.05604, -5.64335)
O (13.83286, 8.15480, -4.87771)
P (13.59715, 6.55702, -4.78872)
O (13.92379, 5.80553, -6.01667)
O (14.56582, 6.14155, -3.55826)
C (14.53627, 6.89507, -2.37405)
O (12.11905, 6.38273, -4.18346)
C (11.59615, 5.18007, -3.67062)
H (13.74077, 9.30280, -6.49408)
H (13.00189, 9.96579, -5.05199)
H (12.19259, 8.70843, -6.12680)
H (15.31974, 7.64067, -2.23859)
H (14.72509, 6.38163, -1.43128)
H (13.60759, 7.43328, -2.18438)
H (10.69468, 4.86166, -4.19414)
H (11.31753, 5.39090, -2.63814)
H (12.31057, 4.35693, -3.68266)
C (-8.68444, 0.78929, 8.41944)
O (-7.96905, 1.76665, 7.71334)
P (-8.07338, 3.30267, 8.16293)
O (-7.39304, 3.70135, 9.42015)
O (-9.66730, 3.61155, 8.22223)
C (-10.54015, 3.49593, 7.11709)
O (-7.59183, 4.08828, 6.85650)
C (-6.20877, 4.28762, 6.66244)
H (-7.93051, 0.07951, 8.75989)
H (-9.21777, 0.10623, 7.75831)
H (-9.20227, 1.07757, 9.33423)
H (-10.06491, 2.97731, 6.28446)
H (-10.83320, 4.47964, 6.75031)
H (-11.43932, 2.92218, 7.34161)
H (-5.93667, 3.87000, 5.69308)
H (-5.60807, 3.70202, 7.35838)
H (-5.92653, 5.34028, 6.64413)


| no. | gap between HOMO and LUMO (eV) | E_tot (Eh) |
| --- | --- | --- |
| 1 | 9.545 | -3692.5226 |
| 2 | 5.815 | -4101.5870 |
| 3 | 10.531 | -6858.8163 |